{"formula": "CHN3O3S", "method": "ωB97M-V/def2-TZVPD", "elements": ["N", "H", "O", "N", "C", "O", "N", "O", "S"], "xyz": [[-0.27, 0.81, -0.37], [-0.13, -1.46, -0.01], [-1.37, -1.30, 0.45], [2.80, 1.60, 0.30], [1.86, 0.92, 0.14], [-2.85, 0.30, -0.48], [0.76, 0.14, -0.15], [0.93, -1.16, -0.28], [-1.72, 0.14, 0.39]], "multiplicity": 1, "lumo_ha": [-0.108, -0.108]}

{"formula": "C36H46IrNO4P2S3", "method": "ωB97M-V/def2-TZVPD", "elements": ["O", "H", "C", "C", "C", "H", "H", "C", "H", "C", "C", "C", "H", "H", "C", "C", "C", "H", "H", "C", "H", "H", "C", "H", "H", "C", "H", "H", "C", "H", "H", "H", "C", "S", "H", "H", "C", "H", "H", "H", "C", "C", "H", "H", "H", "O", "P", "H", "H", "H", "C", "C", "C", "C", "H", "H", "O", "H", "C", "H", "C", "C", "S", "H", "C", "H", "C", "C", "H", "C", "H", "C", "H", "H", "H", "H", "P", "N", "H", "H", "H", "C", "C", "H", "H", "C", "S", "O", "Ir", "C", "C", "H", "C"], "xyz": [[-3.47, -2.13, -0.31], [-0.34, -6.75, 2.40], [-1.65, -1.62, 3.69], [3.31, -3.06, 1.36], [1.37, 2.37, 0.71], [-2.61, -2.37, 1.86], [1.32, 4.24, -1.60], [2.72, -3.88, -2.49], [-2.75, -7.26, 2.50], [3.33, 1.18, 1.48], [2.57, -3.65, 2.39], [1.06, -1.80, 2.39], [-2.39, -0.83, 3.87], [2.37, -0.15, 4.10], [2.02, 1.16, 0.99], [-1.22, -2.20, 5.04], [2.58, -5.12, -3.09], [0.79, 2.01, -3.49], [1.90, 1.05, 5.30], [-2.88, 3.04, 0.70], [-0.70, -3.14, 4.92], [3.83, 0.26, 1.74], [-2.29, -2.72, 2.84], [3.66, -3.35, -2.55], [0.89, -3.51, 3.70], [1.65, -3.31, -1.81], [-0.64, -5.77, -2.29], [4.99, 2.40, 2.03], [1.80, -1.23, 1.35], [3.48, -1.38, 0.02], [-0.09, 4.15, 2.47], [-1.18, 2.83, 2.90], [-2.83, -4.85, 0.12], [-3.39, -0.69, -0.41], [-1.03, 0.47, 5.60], [-1.69, 1.40, 4.26], [2.93, -1.84, 0.84], [-0.42, 2.09, 5.27], [-4.34, -6.08, 1.02], [-3.09, 2.15, 1.28], [0.30, -5.24, -2.35], [0.28, 4.10, -1.90], [2.88, -4.61, 2.78], [-1.19, 2.53, -2.06], [0.65, 1.40, 3.22], [-4.58, 0.00, -0.77], [-0.34, -0.71, 2.78], [1.80, 1.87, -2.05], [-3.17, -3.09, 3.37], [-1.60, -3.55, 2.71], [-1.48, -4.56, 0.10], [-0.57, -5.23, 0.90], [-1.09, 3.74, 2.32], [-0.77, 1.17, 4.81], [0.54, 0.68, -2.36], [-3.14, 2.82, -0.34], [-2.74, -0.12, 0.86], [-0.59, -1.54, 5.63], [-1.41, 3.46, 0.86], [1.73, -2.34, -1.34], [1.55, 0.19, 4.73], [0.33, 0.60, 3.91], [-0.95, -3.23, -0.94], [1.54, 4.52, 0.69], [-3.28, -5.84, 0.99], [-2.11, -2.40, 5.63], [2.04, 3.58, 0.89], [-2.39, -6.50, 1.81], [1.26, -6.76, -3.50], [-1.03, -6.21, 1.77], [4.17, -3.57, 0.96], [3.98, 2.39, 1.65], [-3.52, 3.85, 1.05], [-0.33, 4.84, -1.41], [-3.52, -4.31, -0.51], [3.86, 4.53, 1.51], [-0.32, 2.18, 0.11], [1.25, 0.00, 0.86], [0.49, -5.00, 0.84], [-1.26, 4.37, 0.27], [0.23, 4.31, -2.97], [0.79, 1.74, -2.43], [-0.18, 2.66, -1.68], [3.41, -5.56, -3.62], [-1.81, 4.46, 2.71], [1.45, -3.03, 2.90], [-1.78, -0.10, -1.62], [-0.27, -2.23, -0.01], [-0.71, 0.00, 0.48], [0.45, -4.01, -1.73], [3.34, 3.59, 1.36], [1.32, -0.60, 5.44], [1.37, -5.80, -3.02]], "multiplicity": 2, "total_charge": 1, "lumo_ha": [-0.104, -0.183]}

{"formula": "C10H10N2O2", "method": "ωB97M-V/def2-TZVPD", "elements": ["C", "H", "O", "C", "C", "H", "H", "C", "H", "H", "C", "C", "C", "C", "H", "H", "C", "N", "C", "H", "O", "H", "N", "H"], "xyz": [[2.47, 0.93, -0.50], [-3.90, 1.50, -0.28], [2.94, 1.90, -1.06], [3.02, 0.07, 0.48], [-0.75, 1.01, 0.98], [2.74, -1.75, 1.53], [-3.69, -0.81, -1.01], [-1.90, 1.62, 0.55], [0.05, 1.37, 1.64], [0.80, 1.31, -1.74], [0.59, -0.63, -0.84], [-2.75, -0.27, -0.74], [-1.65, -1.01, -0.20], [2.45, -1.02, 0.77], [-1.70, -2.17, -0.48], [3.99, 0.22, 0.82], [-0.66, -0.39, 0.55], [1.16, 0.57, -1.04], [-2.92, 1.00, -0.22], [0.24, -0.99, 0.87], [-0.46, -1.23, -1.22], [0.70, -2.25, 0.21], [1.48, -1.59, -0.02], [-2.27, 2.60, 0.95]], "multiplicity": 1, "lumo_ha": -0.013}

{"formula": "C5H6N2O", "method": "ωB97M-V/def2-TZVPD", "elements": ["C", "C", "N", "H", "H", "H", "C", "N", "C", "H", "H", "O", "C", "H"], "xyz": [[-1.14, 0.17, -0.63], [0.70, 1.17, -0.21], [1.05, -1.22, -0.42], [2.79, 1.56, 0.64], [-1.74, 0.07, -1.57], [-3.03, -0.08, 0.42], [0.29, -0.15, -0.73], [2.15, -0.55, 0.21], [2.03, 0.98, 0.41], [-1.57, -0.21, 1.55], [3.17, -1.15, -0.66], [-0.58, 1.61, -0.22], [-2.09, -0.56, 0.56], [-2.02, -1.65, 0.66]], "multiplicity": 1, "lumo_ha": 0.002}

{"formula": "C5H24N2O6", "method": "ωB97M-V/def2-TZVPD", "elements": ["H", "O", "H", "H", "H", "H", "H", "H", "H", "O", "H", "H", "N", "H", "C", "H", "H", "H", "O", "H", "H", "H", "H", "H", "H", "O", "H", "C", "C", "O", "H", "O", "C", "C", "N", "H", "H"], "xyz": [[3.88, 0.46, 0.84], [1.70, 2.40, 1.50], [0.15, 2.11, -2.84], [-1.21, -0.55, -0.54], [3.58, 0.62, -0.56], [-3.66, 1.73, 1.94], [1.13, 1.26, -0.82], [1.78, -2.38, -0.12], [-0.97, -0.54, 2.94], [1.47, -2.51, -1.89], [1.34, -3.56, 0.64], [-1.18, -2.27, -0.83], [-2.19, 0.20, 1.46], [-2.25, 2.24, 1.26], [-0.79, 0.06, 1.98], [1.05, -3.27, -2.29], [-2.37, 1.13, -3.18], [2.57, 2.24, 1.42], [-0.91, -2.61, -1.68], [-0.38, 1.04, 2.01], [-0.91, -1.74, -2.22], [0.14, 0.43, -2.90], [1.17, -0.55, 1.18], [-2.82, -0.43, 1.98], [1.15, 2.10, 0.67], [3.53, 1.16, 0.18], [0.01, -1.82, 1.19], [-0.33, 1.21, -2.34], [0.03, -0.75, 0.96], [-1.79, 1.36, -2.38], [-2.19, 1.77, 2.91], [1.89, -2.76, 0.80], [-2.61, 1.54, 1.95], [-0.01, 1.10, -0.87], [-0.16, -0.39, -0.47], [-0.61, 1.78, -0.20], [0.78, -1.79, -1.68]], "multiplicity": 1, "lumo_ha": 0.013}

{"formula": "C3H10N3O", "method": "ωB97M-V/def2-TZVPD", "elements": ["H", "N", "C", "C", "H", "H", "H", "H", "C", "H", "H", "N", "H", "N", "H", "H", "O"], "xyz": [[3.14, -1.35, -0.29], [2.50, -0.57, -0.68], [0.32, 0.21, 0.18], [1.03, -0.79, -0.61], [2.65, -0.46, -1.70], [-2.04, 1.10, -0.49], [-3.48, 0.49, 1.26], [-2.26, -0.60, -1.22], [-2.40, 0.15, -0.38], [-3.73, -1.09, 0.45], [2.28, 1.17, 0.20], [-3.14, -0.24, 0.60], [0.42, -1.28, -1.42], [1.39, 1.26, 0.76], [1.87, 1.00, 1.68], [0.85, 2.09, 0.97], [0.60, -1.09, 0.68]], "multiplicity": 1, "total_charge": 1, "lumo_ha": -0.150}

{"formula": "C4H43NO16", "method": "ωB97M-V/def2-TZVPD", "elements": ["O", "H", "H", "H", "H", "H", "H", "H", "N", "O", "H", "H", "H", "H", "H", "C", "O", "C", "H", "H", "H", "C", "H", "O", "H", "H", "H", "H", "O", "H", "H", "O", "H", "H", "H", "H", "H", "H", "O", "H", "O", "H", "C", "H", "H", "H", "O", "H", "O", "O", "H", "H", "O", "O", "O", "H", "O", "H", "O", "H", "H", "H", "H", "H"], "xyz": [[0.50, -4.78, 0.36], [0.90, 3.00, 3.01], [1.80, 0.05, -3.70], [2.58, -2.78, -0.75], [-1.66, 2.72, 1.56], [1.43, -4.52, 0.30], [1.89, 0.85, 3.76], [-3.86, 0.82, -2.05], [-2.39, -0.40, 0.35], [-1.65, -3.50, -2.18], [2.13, 3.75, -0.75], [-4.47, -0.02, -3.23], [-1.86, 3.60, 2.82], [-3.38, 2.65, -0.26], [1.36, -2.98, 3.02], [-0.20, 0.36, 1.15], [1.34, -2.69, -2.09], [1.55, 0.89, -0.66], [-0.98, -1.68, 5.28], [3.39, -1.86, 0.30], [-1.27, -2.13, 3.82], [-1.40, -0.48, 1.45], [-1.00, 2.10, -1.20], [-4.13, 2.05, -0.24], [-3.86, 1.34, 0.36], [-1.99, -3.30, -1.30], [-0.45, 0.01, -2.86], [-1.91, -0.21, 2.37], [1.08, 1.82, -4.10], [1.54, -1.89, -2.60], [0.14, -0.83, -0.58], [2.98, 3.85, -0.30], [-3.36, -0.65, 0.48], [1.47, -0.85, 0.47], [-1.02, -2.79, -2.40], [0.39, 0.41, 2.06], [-0.38, 1.43, 1.01], [0.61, 2.48, -3.57], [-1.65, -1.69, 4.59], [1.77, 2.36, -4.51], [1.87, 0.00, 4.26], [1.09, -3.31, -2.79], [0.73, -0.17, 0.06], [1.96, 1.69, -0.06], [1.26, -1.50, 3.65], [0.05, -4.04, -0.06], [3.22, -2.74, -0.01], [2.40, 0.56, -1.26], [-1.28, 3.44, 2.08], [0.80, -2.33, 3.45], [-1.72, 3.32, -1.86], [-2.13, -0.60, -0.59], [1.57, 2.31, 2.92], [-3.67, 0.14, -2.71], [-1.01, -0.57, -2.32], [2.02, 0.20, 5.19], [2.48, -0.58, -3.42], [-1.90, -0.20, -2.46], [-0.89, 2.83, -1.82], [2.71, 3.82, 0.62], [-1.14, -1.52, 1.45], [0.84, 1.32, -1.37], [1.55, 2.10, 1.98], [3.17, -0.69, -4.08]], "multiplicity": 1, "lumo_ha": -0.013}

{"formula": "C14H19Cl2NO2", "method": "ωB97M-V/def2-TZVPD", "elements": ["Cl", "H", "C", "H", "Cl", "H", "H", "H", "H", "H", "C", "H", "H", "C", "C", "C", "H", "C", "C", "H", "O", "H", "H", "C", "O", "H", "H", "H", "C", "H", "C", "C", "H", "C", "H", "N", "C", "C"], "xyz": [[-4.38, -0.98, 1.98], [-2.32, 0.14, 1.92], [-0.03, -2.61, 0.44], [-2.71, -0.87, -0.35], [1.46, -4.23, 2.04], [3.22, 4.60, -1.77], [-2.52, -2.48, 0.35], [1.59, 0.35, -3.11], [-0.63, -3.45, 0.06], [2.67, 3.76, 0.45], [0.32, -2.86, 1.91], [1.88, -0.92, 0.52], [2.26, 3.78, -3.80], [1.11, 2.19, -3.07], [-0.82, 1.01, -0.13], [2.67, 3.66, -1.70], [0.89, 4.28, -2.79], [1.71, 3.56, -2.88], [1.22, 2.32, -0.15], [1.22, 4.45, -0.30], [2.02, 1.21, -2.99], [-2.18, -1.49, 2.62], [0.80, -1.99, 2.35], [-2.61, -0.90, 1.81], [-0.05, 1.97, -3.33], [-0.74, 3.10, -0.50], [0.89, -2.58, -0.15], [2.99, 1.20, 0.26], [1.27, -0.06, 0.29], [-1.88, 1.00, -0.27], [1.93, 3.62, -0.35], [-2.19, -1.44, 0.44], [-0.56, -3.13, 2.49], [1.92, 1.16, 0.14], [3.39, 2.84, -1.75], [-0.77, -1.39, 0.23], [-0.11, -0.17, 0.14], [-0.16, 2.22, -0.27]], "multiplicity": 1, "lumo_ha": 0.023}

{"formula": "C13H16BrN2OPtSSi", "method": "ωB97M-V/def2-TZVPD", "elements": ["Si", "C", "H", "H", "H", "C", "C", "H", "C", "H", "C", "H", "C", "H", "N", "H", "H", "C", "H", "C", "C", "H", "Br", "Pt", "S", "C", "C", "H", "H", "C", "H", "H", "C", "N", "H", "O"], "xyz": [[2.25, 1.03, -2.78], [-1.82, -1.54, 3.09], [-4.34, -2.15, 5.95], [4.37, -0.16, -2.35], [-2.00, -1.92, 5.22], [-3.88, -2.15, 4.09], [-4.48, -2.22, 2.83], [0.81, 0.29, -4.71], [-2.49, -1.85, 4.23], [-5.58, -2.47, 2.70], [4.11, 0.75, -2.85], [1.23, 2.96, -4.17], [0.21, 0.60, -0.89], [3.19, 1.90, -0.22], [-2.48, -1.32, 1.87], [-0.73, -1.48, 3.03], [1.28, 3.30, -2.46], [1.42, -0.24, -3.97], [2.27, -0.92, -4.28], [2.25, 1.35, 0.05], [1.79, 1.07, 1.32], [4.66, 0.68, -3.78], [-4.65, -1.57, 0.13], [-2.08, -0.50, 0.01], [-1.12, 0.29, -1.95], [1.89, 2.90, -3.28], [-3.79, -1.64, 1.82], [2.80, 3.47, -3.41], [0.73, -0.85, -3.34], [0.52, 0.43, 1.45], [2.42, 1.36, 2.15], [0.04, 0.19, 2.37], [1.54, 0.98, -1.10], [-0.27, 0.31, 0.36], [4.62, 1.59, -2.29], [-4.69, -2.48, 5.13]], "multiplicity": 3, "total_charge": 1, "lumo_ha": [-0.122, -0.210]}

{"formula": "C16H20FN3O3", "method": "ωB97M-V/def2-TZVPD", "elements": ["H", "C", "H", "C", "C", "C", "H", "H", "C", "O", "C", "H", "C", "H", "H", "C", "H", "H", "N", "C", "C", "H", "H", "H", "C", "H", "H", "H", "H", "C", "N", "H", "C", "N", "O", "H", "C", "C", "H", "F", "O", "C", "H"], "xyz": [[2.75, 2.86, -0.36], [1.26, 1.43, 0.21], [2.89, -2.84, 1.24], [3.05, 0.23, -1.08], [-0.99, 1.13, 0.78], [0.36, 1.56, -1.03], [4.56, -0.86, -2.15], [-2.28, -1.45, 1.95], [2.07, 2.71, 0.47], [0.70, 1.84, -2.15], [2.93, -1.97, 0.60], [1.40, -0.92, 1.64], [3.81, -1.93, -0.46], [-3.36, -2.57, -1.54], [0.63, 4.13, -0.31], [-3.39, -2.17, -0.52], [3.06, 1.07, -1.76], [-1.38, -2.72, -0.02], [0.27, 1.21, 1.24], [-2.06, 1.24, -1.49], [2.10, -0.88, 0.82], [-2.89, 1.81, -1.05], [1.79, 4.81, 0.84], [-1.76, 1.66, -2.45], [-2.49, -0.23, -1.70], [-3.47, -2.73, 2.21], [-4.40, -2.29, -0.12], [0.49, 1.18, 2.22], [-3.11, -0.22, 0.24], [3.88, -0.85, -1.31], [-0.92, 1.31, -0.61], [-2.57, -3.99, 0.26], [-2.38, -2.92, 0.36], [-3.08, -0.76, -0.62], [-2.00, 0.93, 1.41], [2.66, 2.56, 1.38], [1.18, 3.94, 0.62], [-2.48, -2.51, 1.82], [-1.76, -3.07, 2.42], [4.62, -2.99, -0.67], [-2.31, -0.81, -2.75], [2.16, 0.23, -0.01], [0.46, 3.81, 1.42]], "multiplicity": 1, "lumo_ha": 0.021}

{"formula": "C44H45ClN11O2SZn", "method": "ωB97M-V/def2-TZVPD", "elements": ["H", "C", "N", "H", "H", "C", "N", "C", "C", "N", "H", "N", "C", "H", "C", "C", "C", "H", "H", "H", "H", "C", "C", "C", "C", "C", "C", "C", "H", "S", "H", "N", "H", "C", "H", "C", "H", "C", "C", "Zn", "C", "C", "O", "H", "H", "H", "H", "C", "H", "H", "N", "C", "H", "C", "N", "C", "Cl", "C", "H", "H", "C", "H", "C", "H", "C", "H", "C", "H", "H", "H", "C", "H", "C", "H", "C", "C", "H", "C", "C", "C", "O", "N", "H", "N", "H", "C", "H", "C", "C", "C", "H", "C", "H", "H", "C", "N", "H", "H", "H", "H", "C", "N", "H", "H", "H"], "xyz": [[5.62, -4.30, -0.59], [5.14, -1.76, 0.46], [-3.44, -2.05, -2.32], [-1.90, -0.81, 1.83], [-3.16, -2.00, 3.61], [0.73, -4.84, 2.99], [0.95, -3.65, -2.34], [-3.63, 3.39, 1.06], [-1.47, 4.45, 0.30], [-0.43, -2.04, -1.62], [-2.22, 6.14, 1.37], [-2.78, -1.84, 0.28], [3.90, -4.44, 1.37], [-1.24, 10.47, 2.43], [3.24, -4.76, 2.72], [-3.85, -3.00, -1.56], [0.08, 3.19, -1.10], [0.76, -0.13, -2.84], [5.81, -3.05, -1.81], [-5.40, 2.28, 1.52], [2.34, 1.76, -3.17], [-4.57, -4.21, -2.06], [-3.32, -2.25, 2.57], [0.28, -2.47, -0.60], [-0.90, 8.55, 1.52], [1.12, 8.34, 0.25], [0.60, 10.42, 1.33], [-0.77, 2.08, -1.00], [2.37, 10.07, 0.16], [-2.95, 0.51, -3.61], [-5.07, -4.28, 0.50], [-1.50, 5.73, 0.81], [3.04, -1.97, 1.84], [1.22, 3.07, -1.90], [2.75, -7.28, 1.84], [-0.50, -5.48, 2.86], [-3.62, -0.23, -6.15], [-0.37, 6.37, 0.38], [-4.44, 2.29, 1.03], [-2.12, -0.58, -1.53], [3.18, -3.40, 0.48], [-0.06, 7.77, 0.73], [0.82, 11.70, 1.68], [-1.42, -4.99, 3.15], [4.92, -4.12, 1.56], [-3.95, 4.29, 1.58], [1.77, 7.74, -0.37], [-0.30, 4.39, -0.41], [4.59, -0.94, 0.94], [5.66, -2.33, 1.23], [0.38, 5.58, -0.35], [-3.45, -1.00, -4.28], [-4.26, -5.10, -1.50], [-0.54, -6.76, 2.34], [-0.50, 0.91, -1.61], [0.58, 0.83, -2.36], [-2.08, -7.56, 2.16], [-2.03, 2.17, -0.25], [2.04, 12.33, 0.10], [0.76, -3.82, 3.38], [2.02, 12.30, 1.19], [2.59, -4.84, -1.02], [1.47, 1.89, -2.54], [-4.80, -3.77, 2.92], [-3.64, -2.79, -0.10], [3.08, -2.16, -2.25], [3.54, -1.65, -1.41], [0.58, -8.43, 1.59], [0.26, -2.10, 0.42], [-4.06, -1.91, -6.00], [-4.22, -3.23, 2.18], [-4.63, 0.27, 0.29], [2.12, -4.20, -0.28], [1.59, -4.82, 0.43], [5.07, -3.61, -1.23], [0.01, -2.80, -2.66], [-4.35, -4.34, -3.11], [-4.00, 1.15, 0.35], [-0.59, 9.85, 1.82], [-4.37, -3.52, 0.84], [2.43, -2.46, 1.27], [1.13, -3.41, -1.02], [2.02, 13.32, 1.57], [-3.67, -2.14, -3.64], [2.80, -1.03, -0.91], [-2.39, 3.36, 0.40], [-5.65, -4.11, -1.96], [1.84, -6.77, 2.13], [4.22, -2.62, -0.42], [0.62, -7.42, 1.98], [3.98, -5.37, 0.79], [-2.62, -1.59, 1.58], [4.31, -0.98, -1.82], [-0.38, -2.72, -3.67], [1.91, -5.47, 2.62], [-2.83, 1.09, -0.26], [4.47, -4.18, -1.94], [3.94, -5.39, 3.27], [1.89, 3.93, -1.99], [3.12, -3.84, 3.30], [1.45, 9.65, 0.54], [-3.63, -1.08, -5.61], [-1.83, 8.14, 1.91], [2.90, 11.78, 1.56], [5.90, -1.30, -0.17]], "multiplicity": 1, "total_charge": 1, "lumo_ha": -0.095}

{"formula": "C4H5NO", "method": "ωB97M-V/def2-TZVPD", "elements": ["O", "H", "H", "H", "C", "C", "C", "H", "C", "N", "H"], "xyz": [[-0.78, 1.44, -0.75], [0.15, -1.02, -1.46], [0.26, -1.00, 1.54], [-0.91, -1.89, -0.21], [-0.39, -0.99, -0.52], [-0.93, 0.29, 0.00], [0.30, -0.36, 0.67], [-1.88, 0.30, 0.54], [1.54, 0.37, 0.54], [2.52, 0.99, 0.43], [0.16, 1.70, -0.80]], "multiplicity": 1, "lumo_ha": 0.029}